DFT (ωB97M-V/def2-TZVPD) results for a molecular structure, C11H14BCuN7.

The total charge is 0. The calculation puts the lowest unoccupied orbital energy (spin up / spin down) at 0.56 / -0.67 eV. The value obtained for the frontier orbital gap (spin up / spin down) is 9.60 / 8.35 eV. For the HOMO energy (spin up / spin down), the calculation gives -9.035 / -9.015 eV. The spin multiplicity is 2. The total energy is -67380.3618 eV. The energy above the lowest of the compared OMol25 structures with the same formula, charge and spin is 0.927 eV.

```
34
Properties=species:S:1:pos:R:3:lowdin_spin:R:1
H 3.13520 0.24820 1.91810 0.00
N 1.57541 -0.28307 0.57718 0.08
B 0.13266 -1.44194 -1.15486 0.00
N 1.44247 -1.31226 -0.33738 0.01
C 2.57764 -2.03754 -0.37652 0.00
Cu -0.06229 1.11884 0.87386 0.66
H 2.65231 -2.87805 -1.05216 0.00
C 3.46591 -1.49097 0.54420 0.00
H 4.45883 -1.82861 0.76597 0.00
C 2.79286 -0.40654 1.13070 0.00
H 0.16087 -2.33390 -1.95137 0.00
C -1.11377 2.80093 1.31462 0.05
H -0.77031 3.31621 2.21272 0.00
H -1.84092 2.03138 1.62402 0.00
H -1.68552 3.48471 0.68606 0.01
N -0.04297 -0.04191 -1.80798 0.00
N -1.01548 -1.57582 -0.11994 0.00
N -0.07723 1.11277 -1.02423 0.06
N -1.21516 -0.60291 0.83984 0.01
C -0.12292 0.30470 -3.10456 0.00
C -1.94600 -2.53897 0.02320 0.00
H -0.11236 -0.46692 -3.86356 0.00
H -1.94844 -3.37960 -0.65568 0.00
C -0.21442 1.68665 -3.18520 0.00
C -2.76301 -2.19336 1.09387 0.00
C -0.18033 2.15634 -1.86427 0.00
C -2.26808 -0.97470 1.58217 0.00
H -0.30297 2.28441 -4.07191 0.00
H -3.60499 -2.74117 1.46593 0.00
H -0.22978 3.17428 -1.49074 0.00
H -2.61954 -0.37691 2.41292 0.00
H -0.12695 2.58261 0.61118 0.01
N 1.18381 1.30614 3.72509 0.00
C 0.68547 1.29696 2.65871 0.11
```



DFT (ωB97M-V/def2-TZVPD) results for a molecular structure, C11H14BF3HfN6O3S.

The total charge is +2. The calculation puts the lowest unoccupied orbital energy at -10.48 eV. The value obtained for the frontier orbital gap is 3.38 eV. For the HOMO energy, the calculation gives -13.854 eV. The total energy is -47670.3194 eV.

```
40
Properties=species:S:1:pos:R:3:nbo_charge:R:1
H 3.22897 -1.70150 -2.04302 0.28
N 1.96363 0.02402 -1.75033 -0.55
B 1.21907 2.49859 -1.17431 0.53
N 2.22911 1.31112 -1.32966 -0.25
C 3.56133 1.49311 -1.33137 0.14
Hf 0.44820 -0.77362 -2.85555 2.66
H 3.96826 2.45109 -1.03790 0.29
C 4.18208 0.32107 -1.74998 -0.26
H 5.23403 0.18380 -1.91966 0.29
C 3.18215 -0.63053 -1.91154 -0.03
H 1.69897 3.47649 -1.73111 -0.01
C -2.49668 -0.75247 2.83027 -0.84
H -2.76132 -1.73710 2.43056 0.21
H -1.56094 -0.43344 2.35996 0.20
H -3.28143 -0.03357 2.57270 0.21
N 1.01869 2.94429 0.32161 -0.39
N -0.13236 2.17765 -1.87593 -0.24
N 0.50536 2.07302 1.26026 -0.32
N -0.48203 0.94012 -2.34811 -0.54
C 1.27363 4.15038 0.89528 -0.03
C -0.99696 3.08849 -2.35828 0.13
H 1.68769 4.96876 0.31793 0.23
H -0.90455 4.12861 -2.07610 0.29
C 0.92922 4.06879 2.24899 -0.32
C -1.90955 2.44418 -3.19306 -0.24
C 0.45567 2.74131 2.42144 -0.02
C -1.61353 1.09113 -3.15000 -0.07
H 1.00805 4.84092 2.98926 0.25
H -2.68486 2.91255 -3.77403 0.29
H 0.09322 2.30403 3.34384 0.23
H -2.16206 0.22853 -3.51380 0.26
H -2.39242 -0.80600 3.85684 0.22
F -0.30228 -5.55452 -0.08892 -0.26
C -0.60896 -4.57114 -0.95658 0.75
F -0.25735 -4.95549 -2.20727 -0.30
F -1.94374 -4.35952 -0.92263 -0.29
S 0.21217 -2.93463 -0.61684 2.27
O -0.27944 -2.40888 0.61919 -0.80
O 1.62358 -3.09462 -0.88084 -0.90
O -0.45425 -2.22136 -1.83464 -1.04
```



DFT (ωB97M-V/def2-TZVPD) results for a molecular structure, C11H14BF3IrN6O3S.

The total charge is +2. The calculation puts the lowest unoccupied orbital energy (spin up / spin down) at -7.44 / -12.24 eV. The value obtained for the frontier orbital gap (spin up / spin down) is 8.25 / 4.27 eV. For the HOMO energy (spin up / spin down), the calculation gives -15.690 / -16.514 eV. The spin multiplicity is 6. The total energy is -49198.0229 eV. The energy above the lowest of the compared OMol25 structures with the same formula, charge and spin is 0.000 eV.

```
40
Properties=species:S:1:pos:R:3:lowdin_spin:R:1
H -1.79342 -2.51469 -1.66113 0.00
N -1.27699 -0.45869 -2.00278 0.26
B -0.69041 1.83393 -2.92711 0.01
N -1.38900 0.41607 -3.08620 0.03
C -2.03563 -0.24472 -4.07150 0.10
Ir -0.47951 -0.06078 -0.30238 2.65
H -2.23202 0.22983 -5.03188 0.00
C -2.34839 -1.55287 -3.63363 0.05
H -2.85341 -2.32352 -4.16108 0.00
C -1.83686 -1.67997 -2.33617 0.05
H -0.81629 2.54176 -3.88437 0.00
C 2.72178 0.07198 2.62707 0.01
H 1.98304 -0.14085 3.39398 0.00
H 2.16021 0.00633 1.65690 0.01
H 3.02170 1.11411 2.82373 0.00
N 0.81651 1.58566 -2.63132 0.15
N -1.27399 2.45991 -1.61494 0.03
N 1.16145 0.83138 -1.52164 0.23
N -1.20950 1.72039 -0.44568 0.27
C 1.95325 2.05954 -3.22216 0.13
C -1.83518 3.65244 -1.32250 0.10
H 1.93001 2.68779 -4.09565 0.00
H -1.97515 4.39803 -2.10470 0.00
C 3.03937 1.59666 -2.50444 0.41
C -2.15246 3.68014 0.04471 0.06
C 2.50917 0.84440 -1.43072 0.09
C -1.72826 2.47154 0.58005 0.04
H 4.08905 1.77713 -2.72884 0.01
H -2.63667 4.47360 0.58202 0.00
H 3.07302 0.35252 -0.63576 0.00
H -1.75397 2.09621 1.58556 0.00
H 3.56713 -0.60989 2.58310 0.00
F -2.14539 -3.40018 3.89501 0.00
C -2.17027 -2.22017 3.23355 0.00
F -3.43641 -1.97952 2.82863 0.00
F -1.78538 -1.23615 4.07704 0.00
S -1.06211 -2.20010 1.70323 0.04
O 0.31564 -2.17453 2.13867 0.03
O -1.54842 -3.25157 0.84941 0.02
O -1.52141 -0.81196 1.18597 0.20
```



DFT (ωB97M-V/def2-TZVPD) results for a molecular structure, C11H14BN7Ni.

The total charge is 0. The calculation puts the lowest unoccupied orbital energy (spin up / spin down) at 0.60 / -0.12 eV. The value obtained for the frontier orbital gap (spin up / spin down) is 8.41 / 8.87 eV. For the HOMO energy (spin up / spin down), the calculation gives -7.812 / -8.984 eV. The spin multiplicity is 3. The total energy is -63782.9539 eV. The energy above the lowest of the compared OMol25 structures with the same formula, charge and spin is 0.000 eV.

```
34
Properties=species:S:1:pos:R:3:lowdin_spin:R:1
H 0.94279 2.86722 1.96887 0.00
N 0.54037 1.46259 0.44578 0.02
B 0.14177 0.31705 -1.84027 0.00
N 0.49450 1.55843 -0.95286 0.00
C 0.84517 2.80792 -1.31924 0.00
Ni 0.30372 -0.19409 1.44991 1.53
H 0.91113 3.04945 -2.36987 0.00
C 1.08086 3.55392 -0.16710 0.00
H 1.37937 4.57800 -0.10888 0.00
C 0.86833 2.68986 0.91041 0.00
H 0.27177 0.52207 -3.01416 0.00
C -0.48288 -1.67933 2.42216 0.06
H -0.25637 -1.68263 3.49185 0.01
H -0.03915 -2.58096 2.01155 0.01
H -1.56247 -1.76664 2.26887 0.00
N -1.30498 -0.09059 -1.43071 0.00
N 1.08414 -0.79736 -1.30009 0.01
N -1.57625 -0.27113 -0.09418 0.05
N 1.18649 -1.05084 0.07166 0.08
C -2.44017 -0.23614 -2.14915 0.00
C 1.99391 -1.55130 -1.94210 0.00
H -2.41234 -0.10080 -3.22235 0.00
H 2.10653 -1.45228 -3.01401 0.00
C -3.47420 -0.53939 -1.25962 0.00
C 2.66606 -2.33761 -1.00566 0.00
C -2.87810 -0.55857 0.01402 0.00
C 2.13193 -2.01114 0.24967 0.00
H -4.50136 -0.71335 -1.48906 0.00
H 3.45422 -3.03849 -1.18250 0.00
H -3.31623 -0.75829 0.97994 0.00
H 2.33323 -2.36428 1.25621 0.00
H -0.97566 0.02861 3.16786 0.03
N 0.58885 1.56051 3.85845 0.17
C -0.10499 0.77957 3.29457 0.02
```



DFT (ωB97M-V/def2-TZVPD) results for a molecular structure, C11H14BN7RuSe.

The total charge is +4. The calculation puts the lowest unoccupied orbital energy (spin up / spin down) at -15.81 / -17.08 eV. The value obtained for the frontier orbital gap (spin up / spin down) is 6.17 / 4.61 eV. For the HOMO energy (spin up / spin down), the calculation gives -21.979 / -21.694 eV. The spin multiplicity is 5. The total energy is -90618.3331 eV.

```
35
Properties=species:S:1:pos:R:3:lowdin_spin:R:1
C -0.11172 -3.56501 0.51707 0.10
N 0.10858 -2.59990 -0.41111 0.22
N 0.03585 -3.18221 -1.66609 0.12
C -0.21370 -4.49630 -1.50958 0.14
C -0.32841 -4.78447 -0.15786 0.42
B 0.21054 -2.32158 -2.94009 0.00
N -0.85451 -1.17851 -2.86515 0.03
N -0.83692 -0.32153 -1.76630 0.20
C -1.72630 0.66780 -2.01996 0.01
C -2.32823 0.44139 -3.26142 0.06
C -1.76971 -0.73200 -3.74090 0.07
Ru 0.63555 -0.57191 -0.31277 2.15
N 1.58031 -1.60650 -2.77531 0.02
N 1.88136 -0.82165 -1.60205 0.13
C 3.07405 -0.16821 -1.88897 -0.01
C 3.47171 -0.49001 -3.19164 0.08
C 2.54018 -1.39656 -3.68935 0.11
H 3.49071 0.47774 -1.11452 0.00
H 2.41070 -1.87374 -4.64239 0.00
H 4.31467 -0.04920 -3.71482 0.00
H 0.12465 -2.92687 -3.95973 0.00
H -1.91115 -1.24956 -4.67942 0.00
H -0.26625 -5.13773 -2.38229 0.00
H -3.03000 1.07296 -3.77085 0.00
H -0.54639 -5.75296 0.27429 0.01
H -1.85881 1.48324 -1.31247 0.00
H -0.11043 -3.32779 1.57179 0.00
H 1.37117 3.94577 -0.93061 0.00
C 1.43303 4.35645 0.08060 0.00
H 0.48495 4.60382 0.54845 0.00
H -2.69531 1.54712 2.75876 0.00
H 2.38687 4.70662 0.47221 0.00
Se 0.79742 1.68441 0.79454 0.09
C -0.78072 1.43306 1.68216 0.02
N -1.85463 1.32075 2.19240 0.02
```



DFT (ωB97M-V/def2-TZVPD) results for a molecular structure, C11H14ClF5N3O5Ru.

The total charge is 0. The calculation puts the lowest unoccupied orbital energy (spin up / spin down) at 0.20 / 0.25 eV. The value obtained for the frontier orbital gap (spin up / spin down) is 8.01 / 8.59 eV. For the HOMO energy (spin up / spin down), the calculation gives -7.806 / -8.349 eV. The spin multiplicity is 2. The total energy is -55025.3620 eV. The energy above the lowest of the compared OMol25 structures with the same formula, charge and spin is 1.286 eV.

```
40
Properties=species:S:1:pos:R:3:lowdin_spin:R:1
Ru 0.32108 0.07216 0.31454 0.88
N 3.20296 -2.71715 -0.59515 0.00
C 2.41107 -1.64887 -0.50764 0.00
O 1.23577 -1.77713 -0.11980 0.01
C 2.92897 -0.28694 -0.86844 0.00
C 1.71818 0.62153 -1.09330 -0.03
H 2.86652 -3.60125 -0.25018 0.00
H 4.16458 -2.62666 -0.86710 0.00
H 3.59552 -0.34449 -1.73398 0.00
H 3.52770 0.04622 -0.01716 0.00
H 1.33494 0.46537 -2.10417 0.00
H 1.99651 1.67515 -0.99661 0.00
O 1.05384 0.40307 4.05944 0.00
Cl 1.38679 -0.59473 3.08546 0.00
O 2.12248 -1.66397 3.65733 0.00
O 0.16103 -1.08726 2.45743 0.02
O 2.17366 0.03767 2.00878 0.01
N 0.02200 1.95978 1.74642 0.05
C -0.87276 2.99130 1.22498 0.00
C -0.61306 3.13598 -0.26219 0.01
N -0.74749 1.80746 -0.86497 0.05
H -0.27285 1.61569 2.65534 0.00
H 0.96290 2.31570 1.88686 0.00
H -0.75940 3.95460 1.72863 0.00
H -1.89960 2.65443 1.38436 0.00
H 0.40966 3.48199 -0.42850 0.00
H -1.28879 3.87126 -0.70606 0.00
H -0.39750 1.78503 -1.81548 0.00
H -1.72319 1.52981 -0.90456 0.00
F -0.25938 -1.30560 -2.60853 0.00
C -1.32106 -1.40286 -1.77864 0.00
C -1.27906 -0.82693 -0.51950 -0.02
C -2.44261 -0.95882 0.22387 0.00
F -2.51937 -0.37056 1.43631 0.00
C -3.56283 -1.64034 -0.21992 0.00
F -4.65687 -1.73096 0.54142 0.00
C -3.54765 -2.22151 -1.47498 0.00
F -4.61624 -2.88048 -1.92757 0.00
C -2.41762 -2.09661 -2.26277 0.00
F -2.39885 -2.64108 -3.48397 0.00
```